[1]
11
Properties=species:S:1:pos:R:3:forces:R:3:mulliken_charge:R:1 method="wB97M-V/def2-TZVPD" de_lowest_ev=1.065 homo_lumo_gap_ev=9.92
C 2.049577 -0.546141 -0.019148 -1.403 -0.119 0.212 0.037
C 0.598609 -0.393352 0.362684 3.185 -1.434 0.123 0.211
C -0.178304 0.724980 -0.147202 0.073 2.482 -2.630 -0.680
C -1.482623 -0.037811 -0.163618 -1.327 0.431 -0.041 -0.507
H 0.570269 -0.356048 1.417728 0.289 -0.027 1.354 0.286
H -0.096151 1.617198 0.443632 -0.316 0.403 0.621 0.308
H 0.144478 1.106225 -1.171625 -0.456 -0.993 1.013 0.255
H -2.053480 0.059221 -1.087385 -0.238 0.178 0.362 0.330
H -2.087009 0.152124 0.745606 0.136 -0.200 -0.634 0.269
N 3.159406 -0.697363 -0.268814 0.017 0.080 -0.046 -0.385
S -0.624769 -1.629032 -0.111862 0.041 -0.802 -0.334 -0.124

[2]
13
Properties=species:S:1:pos:R:3:forces:R:3:lowdin_spin:R:1 method="wB97M-V/def2-TZVPD" spin_multiplicity=3 charge=-1 de_lowest_ev=2.376 homo_lumo_gap_ev="3.42 / 8.20" s_squared=2.008
C -0.819108 0.255546 0.478822 3.037 -1.699 -3.705 0.015
C 0.327834 1.217573 0.805288 -1.527 1.995 0.787 0.021
C 0.275329 -1.470501 -0.904664 4.802 -6.322 -4.863 0.508
N -0.367989 -1.202024 0.223689 -4.855 3.900 6.598 0.485
O -0.560825 -2.041398 1.193039 0.718 0.357 -1.240 0.537
O 0.454042 -0.657928 -1.878539 -0.867 0.820 -0.389 0.342
S 1.059757 1.905631 -0.664284 0.585 1.342 -0.996 0.021
H -1.526702 0.320954 1.232781 -1.730 -0.439 0.976 0.002
H -1.036715 0.553071 -0.596791 -1.011 -0.063 1.608 0.005
H -0.162057 2.097902 1.419652 1.010 -1.498 -1.164 0.003
H 1.157105 0.877759 1.361973 0.444 -0.996 1.077 0.004
H 0.396538 -2.678096 -1.127742 -0.689 2.857 0.669 0.055
H 0.802792 0.821511 -1.543225 0.083 -0.253 0.643 0.002

[3]
77
Properties=species:S:1:pos:R:3:forces:R:3:mulliken_charge:R:1 method="wB97M-V/def2-TZVPD" smiles="OB(O)CB(CCCSC(=S)n1ccnc1)[PH2]=S.CCN(CC)CC.CCN(CC)CC" homo_lumo_gap_ev=6.27
O 7.224094 -0.999738 -1.062731 -0.124 2.045 2.022 -0.576
B 7.486846 -0.242351 0.149529 -0.740 -0.569 -0.988 0.662
O 7.057675 -0.695915 1.445504 1.804 -0.082 -1.964 -0.578
C 8.268104 1.197642 -0.048270 -0.032 0.185 0.563 -0.537
B 8.267392 1.921136 1.398565 -0.670 0.324 -1.509 0.213
C 7.279327 3.107475 1.879075 0.401 0.948 -0.111 -0.302
C 6.986803 4.190268 0.707746 0.585 0.351 0.530 -0.763
C 5.733101 5.127811 1.044426 2.217 0.004 -0.102 -0.549
S 4.109164 4.532020 0.377187 -0.295 -0.478 0.231 -0.069
C 4.104610 2.695925 0.183581 1.530 -1.189 -0.299 -0.034
S 4.922382 1.936613 -1.080942 -1.536 1.178 2.355 -0.172
N 3.309820 1.929459 1.183448 -0.712 1.068 -1.251 0.341
C 1.887649 2.094409 1.084159 -1.029 -2.838 4.127 -0.177
C 1.310115 1.231797 2.245604 5.991 2.212 -3.086 -0.391
N 2.513901 0.684008 2.871499 0.795 0.994 -1.277 -0.652
C 3.737237 1.076598 2.264898 -6.067 0.708 -0.532 0.025
P 9.612817 1.322026 2.669201 -0.207 -0.651 1.523 0.036
S 9.275253 1.929537 4.503661 0.065 0.236 0.012 -0.413
H 7.011534 -0.300574 -1.726579 0.528 -1.021 0.386 0.319
H 7.408444 -1.599919 1.599591 -0.815 0.502 -0.035 0.256
H 9.333553 0.911072 -0.389049 -1.552 0.379 0.403 0.223
H 7.753298 1.803074 -0.871053 0.797 -0.829 1.019 0.171
H 7.849510 3.692827 2.695632 -1.025 -1.021 -0.909 0.294
H 6.314296 2.745559 2.380881 1.286 0.325 -0.741 0.151
H 6.940177 3.735045 -0.332648 -0.239 0.594 1.380 0.264
H 7.910616 4.882757 0.705276 -1.409 -0.993 -0.087 0.420
H 5.746116 5.310421 2.172855 -0.488 -0.410 -1.534 0.325
H 5.945034 6.142511 0.539975 -0.795 -1.576 0.628 0.359
H 1.281942 2.716321 0.342645 1.656 -0.902 1.017 0.441
H 0.227338 1.094388 2.540242 1.868 -0.050 -0.232 0.347
H 4.808674 0.840904 2.535540 -1.733 0.260 -0.441 0.308
H 10.951635 1.620975 2.249743 -0.553 -0.399 -0.345 0.084
H 9.476551 -0.123876 2.693722 0.528 0.796 -0.658 0.030
C -2.072239 -1.576373 -3.562476 -0.110 0.042 0.041 -1.220
C -1.054134 -1.702450 -2.435025 -0.133 0.121 -0.070 -0.341
N -0.849501 -0.463736 -1.693996 0.237 0.221 0.042 0.173
C 0.329847 -0.488785 -0.833248 0.165 0.091 -0.345 -0.312
C 0.347973 -1.473004 0.321731 0.086 -0.169 0.387 -1.049
C -2.040933 0.137967 -1.105833 -0.184 0.022 -0.304 -0.703
C -2.862916 -0.709988 -0.137371 -0.183 0.032 0.248 -0.725
H -1.818484 -0.750308 -4.232456 -0.010 -0.021 0.113 0.331
H -2.087249 -2.494998 -4.154211 0.000 0.035 0.074 0.447
H -3.084879 -1.416843 -3.181893 0.048 0.013 -0.052 0.066
H -0.104930 -1.997534 -2.894941 0.075 0.138 0.240 0.456
H -1.351691 -2.528539 -1.776104 -0.026 -0.141 -0.014 0.272
H 0.507462 0.513928 -0.432414 -0.206 -0.070 -0.138 -0.045
H 1.201471 -0.695810 -1.465553 -0.123 -0.021 -0.108 0.364
H -0.312042 -1.152385 1.129155 0.001 -0.124 -0.011 0.140
H 1.356908 -1.527292 0.740744 -0.069 0.021 -0.004 0.376
H 0.065458 -2.483759 0.019121 -0.028 0.060 -0.020 0.367
H -2.701265 0.454718 -1.920968 0.074 -0.107 -0.035 0.313
H -1.766538 1.075189 -0.608048 0.229 -0.147 -0.046 0.310
H -3.051574 -1.717077 -0.516870 0.046 0.042 -0.007 0.181
H -3.836726 -0.238558 0.024499 0.041 -0.023 -0.028 0.286
H -2.384917 -0.790536 0.839114 -0.002 -0.127 -0.053 0.269
C -8.115135 -3.593403 1.435698 -0.131 0.023 -0.009 -1.480
C -7.302221 -2.674769 0.531112 -0.127 -0.118 0.003 -0.230
N -7.727224 -2.705477 -0.863279 0.135 -0.068 -0.315 0.097
C -6.773037 -2.082725 -1.774708 0.169 -0.159 0.010 -0.707
C -6.514882 -0.585643 -1.615924 0.061 0.235 -0.167 -0.881
C -9.130037 -2.393252 -1.115770 -0.165 -0.254 0.178 -0.708
C -9.659650 -1.047153 -0.625122 -0.181 0.203 -0.050 -0.932
H -8.130815 -4.615597 1.047931 -0.012 0.111 -0.036 0.336
H -7.670711 -3.620551 2.433658 -0.019 0.045 -0.068 0.440
H -9.146348 -3.248026 1.547085 0.056 -0.060 -0.007 0.299
H -6.261392 -3.011283 0.588663 -0.017 0.126 -0.255 0.364
H -7.324410 -1.657316 0.942873 0.032 0.064 0.124 0.259
H -7.078339 -2.280770 -2.808518 -0.163 -0.023 0.142 0.285
H -5.813812 -2.602781 -1.665349 -0.087 -0.045 0.150 0.405
H -7.350112 0.011857 -1.984019 0.028 -0.003 0.107 0.310
H -5.639529 -0.300303 -2.207642 -0.017 -0.029 0.037 0.327
H -6.310881 -0.305610 -0.580254 -0.051 -0.033 -0.040 0.195
H -9.741757 -3.181656 -0.663605 0.133 0.022 0.068 0.391
H -9.334099 -2.482232 -2.188717 0.277 0.012 0.051 0.338
H -9.365671 -0.830605 0.404525 0.025 -0.035 -0.054 0.238
H -10.753110 -1.052187 -0.654113 0.055 -0.017 0.008 0.383
H -9.330941 -0.224544 -1.260401 0.041 0.015 0.115 0.257

[4]
93
Properties=species:S:1:pos:R:3:forces:R:3:mulliken_charge:R:1 method="wB97M-V/def2-TZVPD" smiles=OCCc1ccc2nsnc2c1S.CC(C)O.CC(C)O.CC(C)O.CC(C)O.CC(C)O.CC(C)O homo_lumo_gap_ev=6.34
O 1.540128 -5.134617 -3.199323 0.332 0.102 -1.711 -0.447
C 0.981034 -4.185983 -4.204062 -0.138 -0.410 0.145 -0.174
C 1.625144 -2.652204 -4.030483 0.369 -1.453 0.867 -0.758
C 2.376713 -2.683323 -2.541003 -0.403 0.566 2.306 0.106
C 4.010747 -2.804234 -2.487613 -0.988 -0.017 4.820 -0.466
C 4.768164 -2.877332 -1.033569 -3.633 0.208 -1.816 -0.633
C 3.820978 -2.845929 0.322672 -0.010 -0.019 0.706 0.504
N 4.360461 -2.945896 1.759867 -5.837 0.603 -4.251 -0.505
S 2.853769 -2.870437 2.707485 0.468 0.200 -3.406 0.170
N 1.494389 -2.701423 1.615936 5.705 -0.387 -3.653 -0.397
C 2.156105 -2.702523 0.255390 0.378 -0.237 0.549 0.316
C 1.385615 -2.617889 -1.196244 4.612 -0.282 -0.500 0.432
S -0.464425 -2.481403 -1.464434 1.497 -0.272 0.474 -0.170
H 2.235933 -5.727102 -3.610517 -1.289 1.316 0.473 0.181
H -0.192744 -4.166513 -3.988273 2.690 -0.044 -0.698 0.181
H 1.253075 -4.627567 -5.253030 -0.901 1.108 1.795 0.311
H 2.395828 -2.520415 -4.921618 -1.512 0.071 2.161 0.336
H 0.750683 -1.867407 -4.078655 1.951 -1.435 0.158 0.208
H 4.655516 -2.849512 -3.483473 -1.687 0.156 2.381 0.298
H 5.955504 -2.957846 -0.962061 -3.053 0.190 -0.070 0.276
H -1.162924 -2.360295 -0.249096 1.433 -0.159 -0.642 0.130
C -3.725039 -5.062759 1.056489 0.249 -0.229 -0.151 -1.226
C -3.388414 -3.888841 1.962202 -0.615 -0.195 -0.136 0.384
C -4.486088 -3.645901 2.985669 0.051 0.146 0.336 -1.314
O -3.212967 -2.716671 1.170531 0.159 0.333 -0.253 -0.407
H -4.647003 -4.873125 0.495475 -0.020 0.012 0.167 0.327
H -2.931954 -5.218144 0.317122 -0.053 0.002 0.166 0.277
H -3.850823 -5.983676 1.634187 -0.015 0.084 -0.094 0.381
H -2.440952 -4.081225 2.477206 -0.044 0.221 -0.185 0.263
H -5.435063 -3.406016 2.493070 0.068 -0.147 -0.044 0.347
H -4.235921 -2.790558 3.622493 0.028 -0.166 -0.065 0.322
H -4.634646 -4.524347 3.621201 -0.026 0.104 -0.069 0.378
H -4.049391 -2.538158 0.709404 0.339 -0.107 0.224 0.297
C -4.040074 2.171960 -2.445500 -0.313 0.061 -0.202 -0.853
C -2.857068 1.285395 -2.800769 0.089 0.376 0.601 0.212
C -2.188074 0.728174 -1.554437 0.235 -0.172 -0.021 -0.091
O -1.907910 2.041548 -3.548324 0.160 0.125 -0.227 -0.579
H -3.719788 3.030862 -1.845149 0.052 -0.174 0.073 -0.082
H -4.504174 2.575796 -3.351768 0.033 -0.130 0.091 0.342
H -4.795879 1.615065 -1.883120 0.052 0.092 -0.020 0.368
H -3.193695 0.460413 -3.437957 0.171 0.191 -0.115 0.314
H -1.802102 1.535883 -0.922467 -0.215 -0.015 -0.013 -0.166
H -1.331030 0.102084 -1.825042 -0.246 0.087 0.000 -0.004
H -2.888373 0.127982 -0.965379 0.064 0.026 0.019 0.287
H -1.603485 2.776477 -2.990366 -0.162 -0.364 -0.166 0.351
C 5.061813 -6.715684 -2.830605 -0.165 0.291 0.070 -1.210
C 4.398580 -7.933759 -3.453609 0.773 -0.073 0.221 0.466
C 4.716716 -9.198468 -2.672138 -0.273 -0.289 0.081 -1.369
O 4.850809 -8.082366 -4.797079 -0.001 0.002 -0.287 -0.570
H 6.152413 -6.821976 -2.827384 -0.086 -0.125 0.058 0.438
H 4.834196 -5.814780 -3.410566 -0.041 -0.093 0.119 0.301
H 4.722515 -6.564716 -1.801175 0.065 0.056 -0.107 0.358
H 3.313834 -7.785109 -3.487589 0.105 -0.089 -0.204 0.259
H 5.795095 -9.392818 -2.663289 -0.053 0.165 0.049 0.340
H 4.242939 -10.068680 -3.139049 -0.001 0.165 0.081 0.339
H 4.367040 -9.121911 -1.637970 0.073 -0.036 -0.095 0.350
H 5.813182 -8.214789 -4.776735 -0.440 0.061 0.039 0.348
C -0.786514 4.425587 2.791676 -0.175 0.141 -0.087 -1.095
C -1.449747 3.207513 2.168673 0.593 0.020 0.363 0.605
C -1.131610 1.942804 2.950143 -0.238 -0.295 0.023 -1.489
O -0.997518 3.058906 0.825203 0.046 0.013 -0.386 -0.548
H 0.304086 4.319295 2.794898 -0.191 -0.101 0.127 0.243
H -1.014130 5.326492 2.211715 -0.054 -0.088 0.091 0.201
H -1.125811 4.576554 3.821107 0.151 0.024 -0.118 0.383
H -2.534491 3.356163 2.134692 0.124 -0.061 -0.238 0.204
H -0.053231 1.748453 2.958992 -0.047 0.149 0.056 0.321
H -1.605387 1.072590 2.483233 0.002 0.135 0.078 0.344
H -1.481286 2.019360 3.984311 0.072 -0.025 -0.090 0.383
H -0.035145 2.926481 0.845547 -0.413 0.056 0.052 0.343
C 3.675607 5.194671 3.886648 0.082 -0.286 -0.210 -1.253
C 2.577248 6.209508 3.611995 0.363 0.086 0.625 0.520
C 3.012543 7.614774 3.995580 -0.086 0.320 -0.192 -1.393
O 1.412276 5.856944 4.353643 -0.151 -0.012 0.170 -0.479
H 3.928526 5.169731 4.952540 0.007 0.146 -0.080 0.321
H 3.343808 4.186132 3.617294 0.045 0.158 -0.034 0.314
H 4.580887 5.429198 3.318223 -0.064 -0.050 0.093 0.372
H 2.309776 6.183978 2.550048 -0.181 -0.052 0.186 0.282
H 3.241956 7.675668 5.065352 0.083 -0.121 -0.092 0.344
H 2.207752 8.332639 3.803949 0.122 -0.126 -0.050 0.342
H 3.897930 7.921834 3.430387 -0.075 0.001 0.096 0.371
H 1.640381 5.876892 5.297932 -0.050 0.017 -0.426 0.307
C -3.158412 7.638755 0.330786 0.218 0.242 0.195 -1.298
C -4.073287 6.586981 0.937823 -0.032 0.044 -0.713 0.353
C -4.054664 5.301358 0.126513 0.038 -0.328 0.144 -1.071
O -5.404738 7.092897 0.990643 -0.252 0.108 0.079 -0.584
H -3.479089 7.898328 -0.684352 0.029 -0.167 0.026 0.343
H -3.191363 8.562712 0.918161 0.031 -0.175 -0.020 0.342
H -2.123292 7.285830 0.290612 -0.086 0.053 -0.039 0.329
H -3.761330 6.377489 1.966763 -0.233 0.098 -0.061 0.215
H -4.407127 5.478032 -0.895889 0.110 0.103 0.042 0.485
H -4.726965 4.557915 0.568151 0.124 0.095 0.002 0.349
H -3.046406 4.878373 0.080255 -0.070 -0.014 -0.039 0.153
H -5.690141 7.281851 0.081273 0.175 -0.108 0.397 0.365

| no. | E (a.u.) |
| --- | --- |
| 1 | -608.3115 |
| 2 | -721.1706 |
| 3 | -2744.0653 |
| 4 | -2456.4105 |